Record 1
Density functional theory data (ωB97M-V/def2-TZVPD) for an isolated ion of composition C6H14FN4S and charge +1 in a non-equilibrium geometry.

highest occupied orbital energy (spin up / spin down): -10.018 / -12.311 eV
molar mass: 193.271 g mol⁻¹
E_LUMO (spin up / spin down): -3.232 / -5.148 eV
2S+1: 3
charge: +1

Each line ends with the Mulliken spin population.
CARTESIAN COORDINATES (ANGSTROEM)
H  -3.696  0.194  0.532  0.0003
H  -1.126  1.483  -0.389  -0.0072
C  -1.071  -1.360  0.429  0.0139
C  4.362  -0.145  0.107  0.0005
N  -2.710  0.557  0.636  -0.0007
C  -1.690  -0.154  -1.465  0.0562
H  -2.448  -0.953  -1.753  0.0002
F  0.807  2.043  0.175  0.0225
N  1.232  0.884  0.973  0.1728
C  -2.191  1.045  -0.676  0.0363
H  -2.665  1.418  1.262  0.0009
H  4.948  0.831  0.100  0.0026
C  -1.666  -0.283  1.380  0.0235
H  3.115  0.077  -1.493  0.0033
H  -1.199  0.257  -2.476  -0.0114
C  0.626  -0.403  -1.061  1.4258
H  -2.100  -0.920  2.135  -0.0059
N  3.121  -0.439  -0.588  0.0122
H  4.138  -0.294  1.233  0.0003
H  -1.882  -2.077  0.149  0.0023
N  -0.571  -0.809  -0.737  0.1656
S  1.751  -0.446  0.325  0.0741
H  -0.372  -1.896  1.010  0.0105
H  5.054  -0.845  -0.364  0.0005
H  -0.996  0.505  1.787  0.0047
H  -2.771  1.730  -1.228  -0.0039

Record 2
Density functional theory data (ωB97M-V/def2-TZVPD) for C30H35O2Pb as an isolated structure in a non-equilibrium geometry.

energy above the lowest of the compared OMol25 structures with the same formula, charge and spin: 164.5 kJ/mol
highest occupied orbital energy: -3.144 eV
molar mass: 634.808 g mol⁻¹
E_LUMO: 2.219 eV
charge: -1

Each line ends with the natural charge from an NBO analysis.
CARTESIAN COORDINATES (ANGSTROEM)
H  1.339  1.496  4.221  0.2150
C  -1.191  0.274  2.136  -0.3500
C  5.380  -0.065  3.075  -0.3371
H  -1.466  -2.515  -2.163  0.2240
C  -2.122  1.040  1.318  -0.4349
C  5.200  -0.891  1.959  -0.1894
C  -0.553  -2.241  -1.591  -0.4434
O  2.299  0.576  0.516  -0.8814
C  1.402  -1.161  -0.955  -0.3077
H  4.339  3.716  3.417  0.1920
C  -4.549  1.253  -2.491  -0.1029
C  1.995  2.363  4.172  -0.5967
H  -10.041  -0.573  -3.031  0.2117
H  3.336  -2.142  -0.339  0.2323
H  6.305  -2.554  -0.012  0.1896
C  -5.641  0.389  -1.868  0.0323
H  3.932  3.836  1.702  0.2084
C  -0.237  -2.639  -0.210  -0.3692
C  -6.652  -0.285  -2.716  -0.0477
H  -6.904  -2.376  -5.410  0.2124
C  0.120  0.747  1.831  -0.2840
H  -4.562  1.353  -3.609  0.1886
H  2.738  2.270  4.960  0.1903
H  5.746  -0.492  -1.269  0.1948
H  1.475  -2.003  1.182  0.2489
C  2.644  2.495  2.783  -0.2306
C  -8.985  -0.727  -3.252  -0.2104
H  4.107  0.009  -1.618  0.2191
C  4.495  0.984  3.268  -0.1806
Pb  -0.955  -0.239  -0.361  1.1383
C  4.733  -0.855  -1.425  -0.6031
H  5.171  -3.487  -0.955  0.1980
C  -1.358  1.990  0.496  -0.4047
C  3.312  0.347  1.333  0.4550
C  -7.218  -1.731  -4.583  -0.1935
H  0.518  -0.767  -3.023  0.2275
H  -1.433  -0.546  2.858  0.2294
H  4.736  -1.489  -2.309  0.1909
C  4.199  -0.753  1.044  -0.1639
H  -9.341  -2.032  -4.944  0.2118
C  4.314  -1.653  -0.195  -0.2294
H  2.915  4.623  2.900  0.1880
H  6.224  -0.238  3.771  0.1853
C  3.522  3.746  2.704  -0.5945
H  2.277  -0.484  -0.989  0.3071
C  0.477  -1.309  -2.046  -0.3979
H  1.841  2.621  2.052  0.2388
H  -0.847  -3.317  0.440  0.2272
C  -6.247  -1.104  -3.793  -0.2164
C  3.440  1.237  2.431  -0.1799
H  1.047  0.319  2.278  0.2634
H  -3.220  0.901  1.274  0.2194
H  -1.760  2.679  -0.280  0.2204
C  0.037  1.797  0.812  -0.3359
H  5.972  -1.666  1.852  0.1814
C  -8.033  -0.106  -2.450  -0.2126
H  -5.990  0.689  -0.851  0.1978
H  -8.313  0.533  -1.606  0.2124
C  0.970  -1.960  0.175  -0.3231
C  -8.584  -1.543  -4.322  -0.2278
H  -4.194  2.121  -1.880  0.1976
H  0.887  2.320  0.294  0.2726
H  -5.178  -1.272  -3.985  0.2356
H  4.697  1.638  4.134  0.1755
H  1.393  3.245  4.378  0.1905
O  -4.241  -0.049  -1.948  -0.4811
C  5.265  -2.859  -0.070  -0.5998
H  5.017  -3.488  0.782  0.2065

Record 3
Density functional theory data (ωB97M-V/def2-TZVPD) for an isolated ion of composition C3H11BOPS and charge -1.

energy above the lowest of the compared OMol25 structures with the same formula, charge and spin: 0.0 kJ/mol
highest occupied orbital energy: -3.705 eV
molar mass: 136.973 g mol⁻¹
E_LUMO: 3.717 eV
charge: -1

Each line ends with the natural charge from an NBO analysis.
CARTESIAN COORDINATES (ANGSTROEM)
H  -1.030  -0.732  1.277  0.2208
H  -0.288  -0.024  -1.304  0.1773
B  1.589  1.194  -0.071  -0.0427
H  2.455  1.525  0.720  -0.0649
H  -2.284  -1.133  0.115  0.2050
C  0.432  -0.764  -0.923  -0.0507
C  -0.324  -1.952  -0.361  -0.4081
H  -0.763  -2.529  -1.184  0.1800
H  1.049  -1.073  -1.783  0.1432
H  -0.227  2.003  1.827  -0.0654
P  0.067  2.374  0.488  0.5905
H  0.397  -2.615  0.129  0.1890
S  -1.650  2.646  -0.519  -0.7716
O  1.226  -0.205  0.086  -0.7362
H  -1.722  -2.352  1.274  0.1847
H  0.640  3.628  0.824  -0.0600
C  -1.405  -1.528  0.629  -0.6111
H  1.837  1.536  -1.222  -0.0798

Record 4
Density functional theory data (ωB97M-V/def2-TZVPD) for C32H32CsN7O6S as an isolated structure in a non-equilibrium geometry.

energy above the lowest of the compared OMol25 structures with the same formula, charge and spin: 0.0 kJ/mol
highest occupied orbital energy: -2.401 eV
molar mass: 775.623 g mol⁻¹
E_LUMO: 3.618 eV
charge: -2

Each line ends with the natural charge from an NBO analysis.
CARTESIAN COORDINATES (ANGSTROEM)
C  -2.480  -3.298  -0.729  0.7457
H  -1.796  -10.002  3.490  0.2004
N  2.005  2.116  -1.003  -0.6440
H  -1.384  -7.914  4.521  0.1874
C  0.960  0.637  4.043  -0.2474
C  2.445  1.095  -1.806  0.5992
H  0.972  -1.228  5.115  0.2249
H  -2.118  5.418  -0.485  0.2195
H  1.197  -1.356  -3.376  0.2020
C  -1.115  -6.049  3.490  -0.1980
C  0.741  2.563  2.453  0.1651
N  0.099  2.512  1.286  -0.4650
O  -0.400  -3.238  3.524  -1.0245
C  -2.718  4.231  -2.166  -0.1781
O  0.889  6.140  4.626  -0.7549
H  -3.337  5.009  -2.598  0.2026
N  3.661  1.329  -2.475  -0.4655
C  4.232  0.180  -3.149  -0.1992
C  2.096  -1.001  -2.867  -0.2299
H  -1.448  -8.104  0.251  0.1967
N  -1.145  2.255  -1.046  -0.4176
C  -1.258  3.441  -0.443  0.1602
C  3.142  -0.570  -3.884  -0.4205
N  -2.170  -2.994  1.831  -1.0139
C  -2.979  -3.523  0.732  -0.3419
H  -1.674  1.057  -2.622  0.2079
H  5.193  1.591  -1.048  0.1644
C  4.035  3.394  -1.205  -0.4102
N  2.104  0.659  1.943  -0.4470
O  0.252  -3.457  1.185  -1.0548
H  1.177  1.849  -0.481  0.4498
C  -2.038  4.464  -0.984  -0.2401
H  -3.163  -4.597  0.853  0.1697
H  3.618  4.030  -1.990  0.2035
H  2.693  0.097  -4.625  0.1991
H  -0.930  5.723  1.193  0.2377
O  -0.296  7.168  2.996  -0.7623
N  1.710  0.051  -1.945  -0.5798
C  2.114  -1.315  3.303  -0.2437
C  -1.020  -5.419  2.259  -0.3365
C  0.295  6.210  3.534  0.7360
H  -3.950  -3.023  0.806  0.1876
C  0.211  4.874  2.750  -0.0635
C  -1.654  -9.671  2.460  -0.6193
H  -1.025  -5.445  4.384  0.2349
H  0.319  1.162  4.740  0.2200
C  -0.518  3.608  0.844  0.2197
C  2.496  -0.590  2.187  0.0351
H  2.472  -1.858  -2.295  0.1837
H  5.401  2.439  -2.584  0.1849
C  -1.433  -8.181  2.396  -0.0444
H  -3.128  2.768  -3.699  0.2092
C  -1.134  -6.162  1.086  -0.1238
C  4.661  2.163  -1.826  -0.1962
O  -2.519  -2.115  -1.164  -0.8428
H  -0.802  -10.217  2.047  0.2046
H  -2.536  -9.964  1.887  0.2071
H  4.727  -0.491  -2.428  0.1651
C  -1.797  2.041  -2.180  0.0649
H  2.390  3.807  0.131  0.2121
Cs  -0.540  -0.911  0.225  0.9325
C  1.333  1.254  2.855  0.1726
H  3.099  -1.054  1.412  0.1882
H  1.330  3.750  4.172  0.2432
C  2.936  2.949  -0.265  -0.2182
H  -1.100  -5.662  0.123  0.2704
H  3.358  2.408  0.592  0.1959
H  4.797  3.962  -0.667  0.2056
H  3.560  -1.431  -4.411  0.2015
C  -2.605  2.995  -2.780  -0.2753
H  2.358  -2.363  3.387  0.2364
C  1.334  -0.681  4.255  -0.1446
C  -1.315  -7.423  3.555  -0.2321
C  0.808  3.716  3.225  -0.2291
C  -0.468  4.810  1.541  -0.2475
S  -0.815  -3.637  2.183  2.3025
H  5.002  0.543  -3.836  0.1843
O  -2.118  -4.310  -1.371  -0.7729
C  -1.343  -7.531  1.167  -0.2493